No. 1
{
  "formula": "C3H3F2O2",
  "method": "the ωB97M-V functional and the def2-TZVPD basis",
  "homo_ev": -2.52,
  "gap_ev": 6.6,
  "e_lumo_ev": 4.09,
  "de_lowest_kj_mol": 152.74,
  "largest_force_ev_per_a": 1.9,
  "total_charge": -1,
  "species": ["F", "F", "O", "O", "C", "C", "C", "H", "H", "H"],
  "positions_angstrom": [[-1.258, 1.533, -1.451], [-1.195, 2.069, 0.778], [-3.797, 0.018, 1.068], [-3.111, -1.304, -0.707], [-1.309, 0.942, -0.142], [-3.330, -0.520, 0.142], [0.027, 0.228, -0.089], [0.773, 0.704, 0.613], [-0.066, -0.843, 0.296], [0.425, 0.187, -1.119]],
  "nbo_charge": [-0.456, -0.460, -0.591, -0.610, 0.255, 1.004, -0.720, 0.187, 0.187, 0.204]
}

***

No. 2
{
  "formula": "C51H28AsBr4F9N4O2Pb",
  "method": "the ωB97M-V functional and the def2-TZVPD basis",
  "homo_ev": [-5.08, -5.10],
  "gap_ev": [5.5, 5.0],
  "e_lumo_ev": [0.44, -0.13],
  "de_lowest_kj_mol": 12.83,
  "multiplicity": 2,
  "largest_force_ev_per_a": 2.1,
  "total_charge": -1,
  "species": ["Pb", "Br", "Br", "Br", "Br", "As", "F", "F", "F", "F", "F", "F", "F", "F", "F", "O", "O", "N", "N", "N", "N", "C", "C", "C", "C", "C", "C", "C", "C", "C", "C", "C", "C", "C", "C", "C", "C", "C", "C", "C", "C", "C", "C", "C", "C", "C", "C", "C", "C", "C", "C", "C", "C", "C", "C", "C", "C", "C", "C", "C", "C", "C", "C", "C", "C", "C", "C", "C", "C", "C", "C", "C", "H", "H", "H", "H", "H", "H", "H", "H", "H", "H", "H", "H", "H", "H", "H", "H", "H", "H", "H", "H", "H", "H", "H", "H", "H", "H", "H", "H"],
  "positions_angstrom": [[-0.017, 0.187, 0.258], [3.449, -2.201, -3.514], [-1.370, -4.806, -5.011], [-3.065, -2.614, -3.193], [1.895, -4.657, -5.090], [-2.620, 2.302, -2.602], [-3.255, 3.601, -1.568], [-3.866, 2.678, -3.784], [-3.668, 1.177, -1.768], [1.413, 1.875, -2.168], [2.977, 0.937, -3.238], [-1.991, 1.065, -3.644], [-1.524, 3.460, -3.364], [0.983, 0.810, -3.988], [-1.368, 2.065, -1.362], [1.546, -0.332, -2.143], [-1.228, -0.740, -1.830], [-1.180, 1.586, 1.672], [1.683, 1.577, 1.068], [1.612, -1.373, 0.903], [-1.246, -1.352, 1.454], [0.558, -7.028, 0.416], [-4.561, 0.155, 2.346], [-3.141, 2.658, 2.106], [2.938, -1.166, 0.726], [-5.007, -0.105, 3.637], [7.788, -0.063, 0.039], [3.000, 1.347, 0.860], [1.366, -2.692, 0.712], [-3.113, 0.131, 2.034], [-2.538, -1.126, 1.787], [-2.212, 3.609, 1.836], [0.846, -1.398, -2.767], [5.564, 0.408, -0.728], [0.104, 4.961, 0.812], [1.682, 0.775, -2.865], [-2.365, -3.333, 1.401], [5.922, -0.377, 1.515], [3.590, 0.080, 0.736], [-0.640, 6.518, -0.863], [-0.981, 2.919, 1.551], [-6.359, -0.056, 3.928], [-0.438, 5.218, -0.446], [-0.008, -4.692, 0.331], [-6.831, 0.495, 1.642], [0.221, 7.323, 1.226], [-3.251, -2.375, 1.778], [-0.821, -4.950, -0.771], [-0.927, -6.227, -1.288], [1.480, 2.913, 1.039], [6.925, 0.346, -0.963], [2.600, -3.360, 0.394], [-0.316, 7.574, -0.026], [-0.571, -1.480, -2.589], [0.680, -5.746, 0.924], [3.577, -2.419, 0.421], [7.285, -0.422, 1.278], [-1.103, -2.673, 1.189], [-1.193, -2.528, -3.339], [0.095, -3.294, 0.788], [5.053, 0.042, 0.513], [0.913, -3.363, -4.147], [0.228, 3.536, 1.188], [2.738, 3.578, 0.831], [1.564, -2.334, -3.479], [3.687, 2.609, 0.744], [0.438, 6.020, 1.645], [-5.479, 0.461, 1.347], [-0.236, -7.271, -0.693], [-2.485, 1.383, 1.957], [-7.273, 0.242, 2.931], [-0.479, -3.429, -4.091], [-8.329, 0.282, 3.159], [-1.063, 6.693, -1.840], [2.864, 4.642, 0.763], [-0.496, 8.592, -0.342], [-2.340, 4.674, 1.829], [-5.125, 0.668, 0.348], [-7.539, 0.730, 0.860], [0.464, 8.145, 1.885], [4.888, 0.718, -1.510], [4.746, 2.721, 0.606], [-4.289, -0.330, 4.413], [2.702, -4.402, 0.162], [1.290, -5.561, 1.797], [7.957, -0.741, 2.063], [-0.324, -8.272, -1.090], [7.310, 0.618, -1.934], [-1.361, -4.131, -1.222], [8.851, -0.112, -0.148], [1.095, -7.842, 0.885], [5.524, -0.663, 2.479], [4.623, -2.549, 0.218], [0.841, 5.823, 2.629], [-6.698, -0.245, 4.938], [-1.546, -6.404, -2.156], [-4.175, 2.791, 2.358], [-4.292, -2.489, 2.007], [-0.707, 4.393, -1.089], [-2.547, -4.384, 1.285]],
  "lowdin_spin": [0.169, 0.000, 0.001, 0.002, 0.000, 0.001, 0.001, 0.000, 0.001, 0.004, 0.001, 0.000, 0.001, 0.000, 0.017, 0.019, 0.115, 0.117, 0.127, 0.104, 0.094, 0.000, 0.008, -0.007, 0.002, 0.003, 0.001, 0.002, -0.002, 0.058, -0.005, -0.011, 0.003, 0.003, 0.008, 0.002, -0.011, 0.003, 0.053, 0.000, -0.003, 0.000, 0.003, 0.007, 0.000, 0.000, -0.008, 0.005, 0.000, -0.001, 0.000, -0.006, 0.000, 0.008, 0.005, -0.008, 0.000, -0.003, 0.005, 0.057, 0.007, 0.001, 0.055, -0.006, 0.000, -0.007, 0.003, 0.003, 0.003, -0.005, 0.000, 0.000, 0.000, 0.000, 0.000, 0.000, 0.000, 0.000, 0.000, 0.000, 0.000, 0.000, 0.000, 0.000, 0.000, 0.000, 0.000, 0.000, 0.000, 0.000, 0.000, 0.000, 0.000, 0.000, 0.000, 0.000, 0.000, 0.000, 0.000, 0.000]
}

***

No. 3
{
  "formula": "C5H8F2N",
  "method": "the ωB97M-V functional and the def2-TZVPD basis",
  "homo_ev": -14.35,
  "gap_ev": 10.5,
  "e_lumo_ev": -3.81,
  "de_lowest_kj_mol": 152.41,
  "largest_force_ev_per_a": 3.5,
  "total_charge": 1,
  "smiles": "[NH3+][C@H]1C[C@@]12CC2(F)F",
  "species": ["F", "F", "N", "C", "C", "C", "C", "C", "H", "H", "H", "H", "H", "H", "H", "H"],
  "positions_angstrom": [[3.089, -0.387, -0.479], [1.710, 0.050, -2.091], [-1.990, 0.034, 0.093], [0.933, -1.397, -0.340], [0.593, 0.060, 0.002], [1.835, -0.337, -0.831], [0.136, 1.010, 1.125], [-0.645, 0.855, -0.139], [1.400, -1.757, 0.593], [-1.712, -0.790, 0.597], [-2.609, 0.618, 0.715], [-1.045, 1.587, -0.731], [-0.202, 0.676, 2.111], [0.337, -2.071, -0.977], [0.568, 2.015, 1.125], [-2.398, -0.168, -0.774]],
  "nbo_charge": [-0.271, -0.304, -0.681, -0.475, -0.156, 0.744, -0.414, -0.027, 0.259, 0.438, 0.451, 0.231, 0.243, 0.258, 0.267, 0.437]
}

***

No. 4
{
  "formula": "C33H35BaN4O4S3",
  "method": "the ωB97M-V functional and the def2-TZVPD basis",
  "homo_ev": -9.44,
  "gap_ev": 5.8,
  "e_lumo_ev": -3.59,
  "de_lowest_kj_mol": 32.97,
  "largest_force_ev_per_a": 3.1,
  "total_charge": 1,
  "species": ["Ba", "S", "S", "S", "O", "O", "O", "O", "N", "N", "N", "N", "C", "C", "C", "C", "C", "C", "C", "C", "C", "C", "C", "C", "C", "C", "C", "C", "C", "C", "C", "C", "C", "C", "C", "C", "C", "C", "C", "C", "C", "C", "C", "C", "C", "H", "H", "H", "H", "H", "H", "H", "H", "H", "H", "H", "H", "H", "H", "H", "H", "H", "H", "H", "H", "H", "H", "H", "H", "H", "H", "H", "H", "H", "H", "H", "H", "H", "H", "H"],
  "positions_angstrom": [[-0.626, -0.395, 0.756], [-1.228, 4.442, 4.170], [-1.753, 2.501, 1.278], [-1.597, 6.245, 0.838], [0.973, -2.447, -0.144], [0.865, -4.749, -0.797], [0.482, 0.557, -1.325], [-1.717, -2.712, -3.449], [0.405, -0.148, 3.456], [-1.668, -0.274, -2.413], [2.994, -1.852, 0.802], [2.275, -1.216, 1.705], [-0.094, 0.446, 5.703], [2.643, -0.995, 2.947], [-3.862, -3.350, -0.501], [-1.925, -3.914, -4.242], [4.782, -4.516, -2.200], [4.104, -5.747, -2.166], [-2.804, 3.879, 3.578], [4.291, -3.436, -1.448], [-2.978, -3.613, -1.584], [-4.031, -2.034, -0.089], [-1.155, 6.189, 3.650], [2.839, 1.220, -4.087], [-0.425, 3.650, 0.816], [-2.528, -2.558, -2.355], [-2.982, 3.611, 2.076], [1.260, 0.335, 6.088], [2.250, -2.493, -0.091], [0.714, 0.486, -5.045], [-0.474, 0.228, 4.421], [0.145, 0.371, -3.731], [2.824, -5.828, -1.630], [-2.586, -1.224, -1.893], [2.185, -0.061, 5.167], [2.245, -4.663, -1.109], [-0.484, 6.425, 2.300], [-0.856, 4.793, -0.081], [0.989, 0.683, -2.537], [1.694, -0.374, 3.865], [2.012, 0.957, -5.170], [-1.177, -0.086, -3.632], [2.322, 1.144, -2.771], [-3.390, -0.960, -0.759], [2.982, -3.496, -0.902], [2.923, 1.281, -1.860], [-1.653, 4.473, -0.786], [-3.010, 2.912, 4.068], [-1.510, 0.404, 4.156], [-1.390, -4.728, -3.742], [-2.967, -4.185, -4.302], [2.173, -6.695, -1.683], [-1.122, 0.277, -1.703], [-2.962, 4.602, 1.577], [2.529, 0.977, -6.143], [4.542, -6.593, -2.732], [-4.678, -1.806, 0.810], [-0.016, 5.195, -0.693], [-2.176, 6.624, 3.608], [0.025, 3.955, 1.741], [5.728, -4.455, -2.750], [1.531, 0.528, 7.127], [0.414, 5.815, 2.161], [0.249, 2.980, 0.230], [-0.817, 0.643, 6.445], [3.879, 1.460, -4.307], [-2.707, -4.658, -1.818], [-3.928, 3.151, 1.823], [0.114, 0.234, -5.968], [-1.665, -0.551, -4.546], [-3.575, 4.623, 3.880], [-0.630, 6.677, 4.444], [0.691, -3.809, -0.411], [-4.482, -4.150, -0.081], [3.678, -1.240, 3.282], [-0.105, 7.478, 2.265], [4.873, -2.556, -1.277], [3.214, -0.275, 5.392], [-1.500, -3.687, -5.226], [-3.603, 0.080, -0.443]],
  "lowdin_charge": [1.846, 0.869, 0.707, 0.863, -0.227, -0.023, -0.376, -0.103, -0.032, 0.090, 0.051, -0.064, -0.067, -0.085, -0.051, -0.016, -0.094, -0.083, -0.562, -0.015, 0.021, -0.105, -0.513, -0.043, -0.531, -0.217, -0.514, -0.038, -0.425, -0.016, -0.171, -0.119, -0.019, -0.187, -0.012, -0.233, -0.516, -0.476, -0.287, -0.252, -0.105, 0.024, 0.014, -0.123, -0.092, 0.122, 0.083, 0.069, 0.096, 0.098, 0.093, 0.116, 0.054, 0.000, 0.115, 0.113, 0.129, 0.087, 0.090, 0.020, 0.101, 0.120, 0.069, 0.073, 0.096, 0.118, 0.138, 0.067, 0.137, 0.173, 0.095, 0.059, 0.015, 0.122, 0.130, 0.085, 0.099, 0.113, 0.103, 0.110]
}

***

No. 5
{
  "formula": "C4H6ClN2O",
  "method": "the ωB97M-V functional and the def2-TZVPD basis",
  "homo_ev": -15.11,
  "gap_ev": 10.2,
  "e_lumo_ev": -4.89,
  "de_lowest_kj_mol": 230.54,
  "largest_force_ev_per_a": 4.9,
  "total_charge": 1,
  "smiles": "COC1=[NH+]C=N[C@H]1Cl",
  "species": ["Cl", "O", "N", "N", "C", "C", "C", "C", "H", "H", "H", "H", "H", "H"],
  "positions_angstrom": [[-0.203, 0.468, 2.725], [0.829, 0.979, -0.322], [-0.530, -0.933, -0.501], [-2.119, -0.501, 1.069], [-1.774, -1.348, 0.238], [-0.127, 0.236, -0.139], [2.103, 0.733, -0.966], [-1.262, 0.514, 1.186], [2.389, 1.535, -1.642], [2.171, -0.215, -1.376], [2.780, 0.928, -0.211], [-1.780, 1.513, 1.274], [-2.296, -2.178, -0.260], [-0.183, -1.730, -1.073]],
  "nbo_charge": [0.007, -0.382, -0.610, -0.385, 0.318, 0.711, -0.258, -0.058, 0.242, 0.200, 0.229, 0.283, 0.244, 0.458]
}

***

No. 6
{
  "formula": "C3HO2S2",
  "method": "the ωB97M-V functional and the def2-TZVPD basis",
  "homo_ev": -2.78,
  "gap_ev": 6.3,
  "e_lumo_ev": 3.55,
  "de_lowest_kj_mol": 95.59,
  "largest_force_ev_per_a": 2.3,
  "total_charge": -1,
  "smiles": "O=C=CC(=O)S[S-]",
  "species": ["S", "S", "O", "O", "C", "C", "C", "H"],
  "positions_angstrom": [[-1.616, 1.216, 0.366], [-2.606, 0.292, -1.091], [0.748, -1.329, -2.083], [0.388, 1.143, 1.917], [-0.046, 0.623, 0.896], [0.775, -0.385, 0.195], [0.737, -0.887, -1.002], [1.620, -0.674, 0.801]],
  "nbo_charge": [0.084, -0.692, -0.464, -0.639, 0.333, -0.662, 0.772, 0.269]
}